Record 1
{
  "formula": "C14H25Cl4FN2O6PS2",
  "method": "ωB97M-V/def2-TZVPD",
  "total_charge": 1,
  "orbital_gap_ev": 8.251,
  "fmax_ha_per_bohr": 0.0400,
  "e_homo_ev": -11.5,
  "energy_ha": -4187.3962,
  "symbols": ["C", "C", "C", "C", "C", "C", "O", "N", "S", "O", "O", "F", "C", "C", "C", "C", "O", "C", "C", "C", "N", "P", "O", "O", "S", "H", "H", "H", "H", "H", "H", "H", "H", "H", "H", "H", "H", "H", "H", "H", "H", "H", "H", "H", "H", "H", "H", "H", "H", "H", "C", "Cl", "Cl", "Cl", "Cl"],
  "positions_angstrom": [[1.311, -4.123, 1.263], [1.445, -3.308, 0.173], [2.227, -2.012, 0.147], [1.534, -0.679, -0.245], [2.537, 0.391, 0.289], [4.032, 0.127, 0.098], [4.700, -0.293, 1.006], [1.224, -0.507, -1.742], [2.552, -0.254, -2.904], [2.017, -0.548, -4.169], [3.045, 1.031, -2.619], [3.538, -1.340, -2.484], [0.323, -1.585, -2.290], [-0.876, -1.886, -1.404], [-1.143, -0.796, -0.359], [-2.240, -1.359, 0.541], [-1.540, 0.346, -1.152], [-2.862, 0.385, -1.693], [-3.895, 1.155, -0.882], [0.160, -0.400, 0.504], [0.250, -0.968, 1.818], [-0.119, 1.467, 0.902], [-1.702, 1.586, 1.204], [0.169, 2.313, -0.440], [0.760, 2.120, 2.464], [0.329, -4.370, 1.660], [2.177, -4.590, 1.729], [1.025, -3.666, -0.763], [2.603, -1.844, 1.152], [3.118, -2.167, -0.468], [2.415, 0.323, 1.366], [2.338, 1.387, -0.106], [4.532, 0.367, -0.853], [0.745, 0.408, -1.816], [-0.020, -1.286, -3.273], [0.946, -2.462, -2.460], [-0.831, -2.846, -0.899], [-1.727, -1.956, -2.079], [-2.619, -0.632, 1.254], [-1.861, -2.205, 1.110], [-3.055, -1.767, -0.054], [-2.770, 0.890, -2.657], [-3.265, -0.600, -1.937], [-3.802, 2.234, -1.001], [-4.870, 0.891, -1.296], [-3.929, 0.861, 0.163], [0.123, -1.972, 1.821], [-0.424, -0.577, 2.465], [-2.064, 2.385, 0.798], [-0.600, 2.362, -1.026], [-1.194, 5.999, 3.833], [-1.359, 4.916, 5.216], [0.155, 7.100, 4.097], [-0.879, 5.032, 2.380], [-2.684, 6.921, 3.620]]
}



Record 2
{
  "formula": "C2HNO3S",
  "method": "ωB97M-V/def2-TZVPD",
  "total_charge": 0,
  "orbital_gap_ev": [7.839, 7.841],
  "fmax_ha_per_bohr": 0.0555,
  "e_homo_ev": [-8.5, -8.5],
  "energy_ha": -755.3901,
  "symbols": ["C", "C", "N", "O", "O", "O", "S", "H"],
  "positions_angstrom": [[-1.564, 1.355, -0.589], [0.532, -1.798, 0.138], [-0.539, 1.403, 0.052], [-0.392, -1.682, 0.816], [1.463, -2.016, -0.514], [1.817, 0.589, -0.048], [0.940, 1.537, 0.612], [-2.257, 0.613, -0.467]]
}



Record 3
{
  "formula": "C35H38N7O6P",
  "method": "ωB97M-V/def2-TZVPD",
  "total_charge": 0,
  "smiles": "C#CCO[P@](=O)(OC)OCON=O.c1ccncc1.c1ccncc1.c1ccncc1.c1ccncc1.c1ccncc1.c1ccncc1",
  "orbital_gap_ev": 10.111,
  "fmax_ha_per_bohr": 0.0195,
  "e_homo_ev": -9.5,
  "energy_ha": -2532.4967,
  "symbols": ["C", "C", "C", "O", "P", "O", "O", "C", "O", "C", "O", "N", "O", "H", "H", "H", "H", "H", "H", "H", "H", "C", "C", "C", "N", "C", "C", "H", "H", "H", "H", "H", "C", "C", "C", "N", "C", "C", "H", "H", "H", "H", "H", "C", "C", "C", "N", "C", "C", "H", "H", "H", "H", "H", "C", "C", "C", "N", "C", "C", "H", "H", "H", "H", "H", "C", "C", "C", "N", "C", "C", "H", "H", "H", "H", "H", "C", "C", "C", "N", "C", "C", "H", "H", "H", "H", "H"],
  "positions_angstrom": [[2.880, 4.494, 4.276], [2.397, 3.722, 3.491], [1.843, 2.763, 2.541], [0.429, 2.930, 2.329], [-0.631, 2.403, 3.389], [-0.753, 3.171, 4.623], [-0.277, 0.866, 3.527], [-1.327, 0.010, 4.022], [-1.937, 2.343, 2.467], [-2.811, 3.440, 2.415], [-3.598, 3.470, 3.592], [-3.868, 4.805, 3.955], [-4.633, 4.845, 4.829], [3.337, 5.162, 4.951], [2.054, 1.745, 2.860], [2.313, 2.909, 1.571], [-1.984, -0.276, 3.203], [-0.835, -0.869, 4.432], [-1.893, 0.508, 4.810], [-2.274, 4.385, 2.306], [-3.456, 3.285, 1.551], [1.498, -3.324, 1.742], [1.180, -2.039, 2.151], [2.108, -1.337, 2.903], [3.295, -1.820, 3.262], [3.589, -3.056, 2.860], [2.732, -3.844, 2.103], [0.795, -3.908, 1.159], [0.226, -1.588, 1.904], [1.872, -0.335, 3.232], [4.559, -3.434, 3.162], [3.028, -4.842, 1.810], [-0.973, 4.858, -2.433], [-2.297, 4.998, -2.819], [-3.243, 4.158, -2.251], [-2.951, 3.218, -1.355], [-1.674, 3.091, -0.997], [-0.653, 3.885, -1.499], [-0.206, 5.497, -2.850], [-2.594, 5.743, -3.545], [-4.289, 4.243, -2.527], [-1.462, 2.320, -0.265], [0.364, 3.740, -1.162], [-3.147, -4.762, 0.730], [-2.749, -4.521, 2.037], [-2.253, -3.266, 2.353], [-2.147, -2.273, 1.471], [-2.538, -2.515, 0.221], [-3.035, -3.742, -0.199], [-3.532, -5.732, 0.441], [-2.813, -5.289, 2.796], [-1.915, -3.046, 3.362], [-2.427, -1.697, -0.481], [-3.322, -3.888, -1.232], [1.146, -2.592, -3.880], [-0.007, -2.085, -4.457], [-0.954, -1.494, -3.635], [-0.821, -1.408, -2.315], [0.290, -1.897, -1.770], [1.306, -2.488, -2.507], [1.904, -3.068, -4.489], [-0.180, -2.160, -5.522], [-1.873, -1.094, -4.049], [0.367, -1.815, -0.690], [2.190, -2.867, -2.011], [5.434, 6.449, 0.451], [4.447, 6.080, -0.448], [3.934, 4.794, -0.371], [4.339, 3.890, 0.519], [5.289, 4.259, 1.376], [5.865, 5.520, 1.383], [5.859, 7.444, 0.426], [4.079, 6.771, -1.194], [3.158, 4.471, -1.058], [5.597, 3.508, 2.094], [6.630, 5.765, 2.107], [-0.996, -6.621, -6.077], [-0.381, -5.908, -5.061], [-1.174, -5.373, -4.056], [-2.498, -5.504, -4.014], [-3.075, -6.189, -4.999], [-2.374, -6.765, -6.047], [-0.412, -7.056, -6.879], [0.691, -5.767, -5.042], [-0.730, -4.808, -3.244], [-4.155, -6.281, -4.944], [-2.897, -7.313, -6.819]]
}



Record 4
{
  "formula": "C24H15BrFN11OZr",
  "method": "ωB97M-V/def2-TZVPD",
  "total_charge": 0,
  "orbital_gap_ev": 7.360,
  "fmax_ha_per_bohr": 0.0150,
  "e_homo_ev": -8.7,
  "energy_ha": -4322.1554,
  "symbols": ["Zr", "Br", "C", "C", "C", "C", "O", "C", "C", "N", "C", "C", "C", "C", "C", "C", "C", "C", "N", "C", "C", "H", "H", "H", "H", "H", "H", "H", "H", "H", "H", "N", "C", "N", "N", "N", "N", "C", "N", "N", "N", "N", "H", "F", "C", "C", "C", "C", "C", "C", "H", "H", "H", "H"],
  "positions_angstrom": [[0.054, 0.296, -0.364], [4.656, -4.682, 2.082], [3.814, -3.118, 1.441], [4.237, -2.548, 0.239], [3.639, -1.400, -0.237], [2.591, -0.807, 0.465], [2.033, 0.323, -0.005], [2.155, -1.399, 1.663], [1.090, -0.796, 2.450], [0.238, -0.010, 1.921], [-0.731, 0.732, 2.635], [-1.394, 0.316, 3.748], [-2.329, 1.171, 4.375], [-2.563, 2.422, 3.883], [-1.891, 2.869, 2.718], [-2.058, 4.165, 2.172], [-1.361, 4.527, 1.062], [-0.531, 3.574, 0.438], [-0.359, 2.357, 0.898], [-1.001, 2.006, 2.069], [2.793, -2.543, 2.155], [5.042, -3.009, -0.318], [3.956, -0.945, -1.166], [1.062, -0.993, 3.523], [-1.214, -0.676, 4.144], [-2.856, 0.824, 5.253], [-3.268, 3.086, 4.368], [-2.739, 4.857, 2.654], [-1.459, 5.509, 0.622], [-0.038, 3.819, -0.491], [2.464, -2.981, 3.090], [-3.218, -0.522, -1.645], [-2.701, 0.716, -1.983], [-3.260, 1.545, -2.831], [-2.397, 2.594, -2.890], [-1.402, 2.412, -2.107], [-1.562, 1.206, -1.487], [-2.520, -1.410, -0.863], [-2.680, -2.713, -0.854], [-1.737, -3.164, 0.016], [-1.064, -2.199, 0.513], [-1.564, -1.024, -0.007], [-3.905, -0.908, -2.272], [2.182, -2.034, -5.867], [1.681, -1.590, -4.694], [0.990, -2.473, -3.893], [0.477, -2.002, -2.688], [0.653, -0.679, -2.283], [1.361, 0.169, -3.140], [1.881, -0.267, -4.350], [0.859, -3.500, -4.208], [-0.064, -2.704, -2.062], [1.531, 1.213, -2.877], [2.426, 0.389, -5.017]]
}